Computed, not measured: C27H20CoN7O4Se as an isolated structure at a distorted geometry, with ωB97M-V with the def2-TZVPD basis set.

- Multiplicity: 5
- HOMO-LUMO gap (spin up / spin down): 7.48 / 5.79 eV
- Total charge: 0
- Calculated total energy: -5509.27220 Eh
- Expectation value of S²: 6.0144

Last column: natural (NBO) charge in e.
Geometry (Å):
Co: -0.524 0.524 -0.308  1.7513
C: 2.406 -3.762 0.590  -0.2939
C: 3.526 -2.933 0.602  -0.1509
C: 3.414 -1.667 1.126  -0.2647
C: 2.160 -1.231 1.607  0.3796
N: 1.098 -2.048 1.615  -0.5201
C: 1.230 -3.271 1.119  0.0587
N: 2.096 -0.042 2.232  -0.4897
C: 1.369 1.002 2.145  0.4799
N: 0.501 1.393 1.150  -0.7571
C: 0.106 2.691 1.412  0.4355
N: -0.578 3.474 0.649  -0.5030
C: -0.833 3.236 -0.661  0.3434
C: -1.772 4.052 -1.304  -0.2390
C: -1.968 3.926 -2.662  -0.1079
C: -1.150 3.060 -3.379  -0.2369
C: -0.228 2.295 -2.688  0.0811
N: -0.119 2.312 -1.359  -0.5979
C: 0.650 3.119 2.698  -0.0146
C: 0.518 4.287 3.429  -0.1896
C: 1.251 4.391 4.603  -0.1952
C: 2.101 3.373 5.021  -0.1985
C: 2.229 2.198 4.292  -0.1626
C: 1.490 2.087 3.129  -0.0966
H: 2.450 -4.761 0.188  0.2249
H: 4.472 -3.293 0.219  0.2205
H: 4.252 -0.991 1.178  0.2273
H: 0.340 -3.886 1.159  0.2019
H: -2.327 4.748 -0.696  0.2313
H: -2.728 4.504 -3.165  0.2264
H: -1.260 2.932 -4.442  0.2430
H: 0.427 1.612 -3.211  0.2272
H: -0.138 5.076 3.097  0.2338
H: 1.157 5.279 5.210  0.2183
H: 2.671 3.502 5.930  0.2182
H: 2.886 1.401 4.608  0.2314
N: -1.374 -1.043 1.085  -0.9126
C: -1.698 -2.011 0.105  0.2192
C: -2.841 -2.770 0.117  -0.2312
C: -3.062 -3.733 -0.878  -0.1458
C: -2.120 -3.984 -1.836  -0.1730
C: -0.947 -3.203 -1.899  -0.0741
C: 0.042 -3.350 -2.888  -0.0678
C: 1.095 -2.474 -2.927  -0.2600
C: 1.133 -1.412 -2.018  0.1331
N: 0.239 -1.256 -1.068  -0.5728
C: -0.770 -2.160 -0.959  0.1482
H: -2.136 -0.911 1.744  0.3983
H: -0.499 -1.353 1.572  0.4411
H: -3.585 -2.605 0.885  0.2167
H: -3.993 -4.278 -0.880  0.2211
H: -2.276 -4.741 -2.590  0.2187
H: -0.050 -4.152 -3.605  0.2222
H: 1.872 -2.560 -3.671  0.2297
H: 1.918 -0.668 -2.069  0.2083
O: -3.317 1.127 -3.441  -1.0481
Se: -2.453 -0.006 -2.759  2.8067
O: -3.224 -1.382 -2.604  -1.0617
O: -2.123 0.531 -1.141  -1.0139
O: -1.009 -0.196 -3.406  -1.1175